Entry 1:
{
  "formula": "C6H10O3",
  "method": "wB97M-V/def2-TZVPD",
  "species": ["C", "C", "C", "C", "C", "C", "H", "H", "H", "H", "H", "H", "H", "H", "H", "H", "O", "O", "O"],
  "coordinates": [[0.509, -1.059, 1.419], [1.629, -0.853, -1.041], [-0.333, 0.147, -0.963], [0.113, 1.255, 0.100], [-1.198, 0.694, 0.751], [-1.805, 0.691, -0.701], [1.154, -0.271, 1.769], [0.574, -2.043, 2.005], [2.324, -0.102, -0.756], [2.116, -1.579, -1.668], [-0.562, -0.827, -0.594], [1.082, 1.139, 0.653], [-0.050, 2.291, -0.253], [-1.665, 1.212, 1.574], [-2.168, 1.817, -0.919], [-2.533, -0.100, -1.112], [1.077, -1.628, 0.139], [0.608, -0.197, -1.912], [-0.872, -0.586, 1.512]],
  "forces_ev_per_angstrom": [[-0.5583, -1.7918, -0.5320], [-2.1231, -0.6828, 0.3896], [-0.2518, 2.5649, 0.5313], [-0.3796, -1.7978, 0.7077], [1.0407, 0.1410, 1.6760], [-1.0981, -0.3360, -1.4928], [0.3790, -0.0825, 0.2679], [-0.3921, 1.8812, -0.4388], [0.4590, 0.7152, 0.7223], [-0.0050, -0.4509, 0.0016], [-0.0806, -0.0093, 1.0888], [-1.0569, 0.4642, -0.5615], [0.2297, -0.7421, -0.0380], [-0.5289, 0.6564, -0.3320], [1.0415, -2.6534, 0.2091], [0.5310, 1.4599, 1.1775], [0.2121, 1.3840, -1.0488], [1.2772, -0.6309, -0.1976], [1.3041, -0.0891, -2.1302]],
  "lowdin_charge": [-0.1490, -0.0878, -0.3690, -0.0503, -0.2393, -0.0349, 0.1033, 0.1605, 0.1093, 0.1253, 0.1136, 0.1011, 0.1212, 0.1322, 0.1513, 0.1282, -0.1475, -0.0548, -0.1136],
  "e_above_lowest_kcal_mol": 135.5,
  "homo_energy_ha": -0.3564
}


Entry 2:
{
  "formula": "C5H7NO2",
  "method": "wB97M-V/def2-TZVPD",
  "species": ["C", "C", "C", "C", "C", "N", "O", "O", "H", "H", "H", "H", "H", "H", "H"],
  "coordinates": [[0.716, -1.473, -0.159], [-0.364, 0.615, 0.193], [-0.442, -0.711, 0.265], [1.941, 0.399, -0.143], [-1.169, 1.690, -0.230], [-1.701, -1.329, 0.487], [1.896, -0.934, -0.214], [3.076, 0.942, 0.344], [0.697, -2.397, -0.592], [-0.587, 2.178, -1.080], [-2.188, 1.307, -0.471], [-1.273, 2.385, 0.546], [-1.837, -2.242, 0.014], [-2.419, -0.638, 0.332], [3.655, 0.208, 0.709]],
  "forces_ev_per_angstrom": [[-3.1953, 1.0856, 2.1383], [4.5270, -1.3283, 1.4218], [0.3126, -1.4124, -1.6367], [-1.4518, 1.1301, -1.0710], [-0.3644, 0.3212, -1.8295], [0.6529, -0.8848, -0.3041], [2.4434, 2.4600, 0.6740], [-0.3291, -2.2709, 0.3767], [-0.4282, -2.3395, -0.9117], [-1.2548, -0.4674, 0.7774], [0.4073, 0.5740, -0.5964], [-0.2009, 1.4450, 1.0350], [-0.0356, 1.1503, 0.3961], [-0.4542, -0.4802, -0.1556], [-0.6289, 1.0173, -0.3143]],
  "lowdin_charge": [-0.1245, -0.0526, -0.3589, -0.1283, -0.1067, 0.0854, -0.0048, 0.0382, 0.0856, 0.1265, 0.0859, 0.0538, 0.1027, 0.0625, 0.1351],
  "e_above_lowest_kcal_mol": 151.0,
  "homo_energy_ha": [-0.2449, -0.2440]
}


Entry 3:
{
  "formula": "C5H14",
  "method": "wB97M-V/def2-TZVPD",
  "species": ["C", "C", "C", "H", "H", "H", "H", "H", "H", "H", "H", "C", "C", "H", "H", "H", "H", "H", "H"],
  "coordinates": [[-0.278, -2.308, -0.222], [-0.333, -1.352, 0.976], [0.070, -2.129, 2.210], [0.691, -2.855, -0.228], [-0.441, -1.774, -1.172], [-1.091, -3.035, -0.233], [0.422, -0.562, 0.808], [-1.331, -0.919, 1.109], [0.183, -1.455, 3.058], [-0.661, -2.958, 2.337], [0.970, -2.723, 2.134], [0.434, 2.127, -0.980], [0.047, 3.399, -1.728], [1.163, 1.485, -1.449], [0.721, 2.339, 0.031], [-0.452, 1.491, -1.024], [0.958, 3.911, -2.063], [-0.439, 4.079, -1.011], [-0.633, 3.240, -2.554]],
  "forces_ev_per_angstrom": [[-0.1054, 0.3105, -0.6319], [1.0250, -0.5456, -0.5619], [-0.8809, -0.7369, 0.3467], [-0.6392, 0.4085, -0.1948], [0.4629, -0.0655, 0.1984], [0.0377, -0.2149, 0.4385], [-0.5611, -0.0208, 0.0235], [0.2787, 0.0705, -0.0953], [-0.3239, -0.3645, 0.3369], [-0.0223, 0.8188, 0.5930], [0.7327, 0.3558, -0.4585], [-1.3058, -0.5179, -0.8828], [0.9460, 0.6368, 0.7211], [0.6587, 0.2463, -0.3061], [0.1350, -0.0694, 0.5287], [-0.1155, -0.1056, 0.7278], [-0.3482, 0.0551, -0.1949], [-0.0004, -0.1421, -0.3453], [0.0260, -0.1192, -0.2431]],
  "lowdin_charge": [-0.1365, -0.3302, -0.1484, 0.0808, 0.0624, 0.0642, 0.0934, 0.1037, 0.0675, 0.0831, 0.0602, -0.1824, -0.1710, 0.0566, 0.0556, 0.0563, 0.0623, 0.0660, 0.0565],
  "e_above_lowest_kcal_mol": 8.4,
  "smiles": "CCC.CC",
  "homo_energy_ha": -0.4129
}


Entry 4:
{
  "formula": "C17H31F3O2P2Sn",
  "method": "wB97M-V/def2-TZVPD",
  "species": ["P", "P", "C", "C", "H", "H", "H", "H", "C", "H", "H", "H", "C", "H", "H", "H", "C", "H", "H", "H", "C", "H", "H", "H", "Sn", "C", "C", "C", "C", "C", "C", "C", "C", "C", "H", "H", "H", "H", "H", "H", "H", "H", "H", "H", "H", "H", "H", "H", "H", "F", "C", "F", "F", "C", "O", "O"],
  "coordinates": [[1.318, 5.439, -1.985], [-2.650, 4.602, -2.681], [-0.072, 5.957, -3.040], [-1.522, 6.033, -2.484], [-0.017, 5.399, -3.988], [0.220, 6.991, -3.285], [-1.559, 6.414, -1.449], [-2.025, 6.812, -3.081], [-2.934, 4.519, -4.468], [-3.460, 3.591, -4.728], [-1.979, 4.543, -5.013], [-3.542, 5.377, -4.789], [-4.165, 4.988, -1.787], [-4.859, 5.554, -2.428], [-3.946, 5.584, -0.888], [-4.652, 4.059, -1.462], [2.807, 5.511, -2.986], [3.577, 4.849, -2.572], [3.188, 6.539, -2.993], [2.592, 5.212, -4.020], [1.438, 6.742, -0.748], [0.456, 6.894, -0.281], [1.762, 7.668, -1.240], [2.165, 6.435, 0.014], [1.023, -0.896, -1.425], [-2.369, 2.722, -0.769], [-1.986, 3.036, -2.143], [-0.524, 2.773, -2.716], [0.688, 2.661, -1.812], [1.245, 3.908, -1.041], [0.656, 4.014, 0.300], [-0.756, 4.225, 0.449], [-1.605, 2.903, 0.435], [1.829, -1.218, 0.588], [-3.320, 2.188, -0.673], [-2.647, 2.375, -2.756], [-0.323, 3.479, -3.538], [-0.611, 1.793, -3.226], [0.512, 1.863, -1.081], [1.503, 2.302, -2.459], [2.330, 3.714, -0.923], [1.289, 3.780, 1.157], [-1.102, 4.864, -0.384], [-0.992, 4.769, 1.379], [-0.977, 2.017, 0.653], [-2.315, 2.986, 1.277], [1.055, -1.594, 1.272], [2.195, -0.241, 0.940], [2.659, -1.937, 0.523], [-1.949, -4.150, -0.972], [-1.159, -3.079, -1.073], [0.089, -3.434, -0.557], [-0.931, -2.834, -2.423], [-1.694, -1.784, -0.391], [-2.767, -1.823, 0.174], [-0.888, -0.752, -0.515]],
  "forces_ev_per_angstrom": [[-0.0971, 1.1763, 0.5651], [0.0832, 1.1019, -0.5831], [-0.2858, -0.0380, -0.3902], [0.0619, 0.4824, 0.0024], [-0.0603, 0.2741, 0.2876], [-0.0044, -0.2113, -0.0296], [0.0423, -0.2229, -0.4241], [0.0413, -0.1398, 0.1567], [-0.1171, 0.0047, -0.0232], [0.0900, 0.2434, 0.0755], [-0.2750, -0.0394, 0.1774], [0.1775, -0.2310, 0.0915], [-0.2675, 0.1400, 0.0288], [0.2780, -0.1613, 0.1893], [0.0059, -0.2176, -0.2899], [0.1095, 0.2213, -0.1788], [0.0637, -0.1344, -0.4011], [-0.1687, 0.1703, -0.0862], [-0.1087, -0.2217, -0.0130], [0.1277, -0.0035, 0.2048], [0.0027, -0.0327, -0.0669], [0.3231, -0.0105, 0.0036], [-0.0593, -0.1459, 0.2012], [-0.1592, 0.2116, -0.1121], [0.1507, -0.3150, 0.8179], [-1.2605, -1.0832, -0.1221], [0.4935, -1.0017, -1.1227], [-0.8760, -0.3193, -0.5618], [0.5309, 0.0048, -0.1915], [0.4923, -1.4989, -0.3421], [1.2574, 0.2632, 0.5534], [-1.2899, 0.3476, 0.2798], [0.3505, 0.5505, 1.5472], [-0.0118, 0.0105, -0.5158], [0.3922, 0.1745, 0.0090], [0.3952, 0.3051, 0.2106], [-0.0726, -0.2886, 0.2700], [0.1502, 0.4160, 0.2960], [0.0704, 0.2702, 0.0376], [-0.2346, 0.0059, 0.1125], [-0.3559, 0.0638, 0.0167], [-0.2006, 0.0608, -0.2225], [-0.0299, -0.2440, 0.4305], [0.1407, -0.2022, -0.2851], [-0.1384, 0.2996, 0.0410], [0.2930, -0.3285, -0.2589], [0.2438, 0.1536, -0.2744], [0.0869, -0.3261, 0.0744], [-0.1278, 0.3339, 0.2070], [0.7659, 1.3518, -0.0534], [0.1798, -1.4792, -0.5669], [-1.0568, 0.6380, -0.6013], [-0.1462, -0.1568, 1.2476], [-1.0638, 0.1224, 0.6949], [1.3609, 0.2216, -0.7433], [-0.2930, -0.5662, -0.3698]],
  "lowdin_charge": [0.9474, 0.9387, -0.2877, -0.2829, 0.0859, 0.1156, 0.0888, 0.1141, -0.1426, 0.0834, 0.0680, 0.0819, -0.1335, 0.0832, 0.0826, 0.0769, -0.1374, 0.0802, 0.0817, 0.0777, -0.1454, 0.0698, 0.0817, 0.0885, 1.2685, -0.1024, -0.3827, -0.1446, -0.1915, -0.3861, -0.0984, -0.1794, -0.1574, -0.3233, 0.1313, 0.1424, 0.0836, 0.1287, 0.0644, 0.1154, 0.1355, 0.1379, 0.0712, 0.1404, 0.1318, 0.1372, 0.0074, -0.0143, 0.0008, 0.1926, -0.4821, 0.0679, 0.0510, -0.5231, 0.1421, -0.2813],
  "e_above_lowest_kcal_mol": 0.0,
  "charge": 2,
  "homo_energy_ha": [-0.4936, -0.4935]
}


Which formula does entry 4 have?
C17H31F3O2P2Sn